Computed, not measured: C37H45Cl3CrN3S4Si2 as an isolated structure, with ωB97M-V/def2-TZVPD.

Structure (XYZ):
```
95
Properties=species:S:1:pos:R:3:nbo_charge:R:1
Cr 0.56 -0.10 -0.07 1.24
C -2.35 1.76 3.71 -0.54
C -1.46 0.55 4.03 -0.53
S -1.20 -0.67 2.70 0.25
C -2.72 -1.68 2.81 -0.55
C -3.66 -1.71 1.58 -0.55
S -3.08 -0.98 0.02 0.23
C -3.86 0.67 0.08 -0.52
C -3.28 1.65 1.09 -0.54
S -3.89 1.41 2.79 0.14
H -1.82 2.52 3.14 0.26
H -2.67 2.22 4.65 0.22
H -1.84 -0.01 4.89 0.21
H -0.46 0.90 4.26 0.25
H -3.28 -1.31 3.67 0.23
H -2.38 -2.69 3.03 0.22
H -4.59 -1.20 1.81 0.23
H -3.88 -2.75 1.33 0.22
H -4.94 0.52 0.22 0.21
H -3.70 1.06 -0.93 0.23
H -3.51 2.67 0.81 0.24
H -2.21 1.53 1.12 0.22
C 6.14 3.25 1.85 -1.11
Si 5.03 2.07 2.83 1.65
C 6.12 1.07 3.99 -1.11
C 3.89 3.15 3.83 -1.11
C 4.32 0.87 1.56 -0.48
C 5.21 0.30 0.66 -0.15
C 4.76 -0.52 -0.37 -0.27
C 3.42 -0.71 -0.51 0.07
N 2.52 -0.20 0.36 -0.63
C 2.95 0.52 1.43 0.06
S 1.74 0.91 2.57 -0.29
H 6.86 3.74 2.52 0.23
H 5.54 4.03 1.37 0.24
H 6.71 2.73 1.07 0.22
H 6.67 1.72 4.68 0.23
H 6.84 0.46 3.44 0.23
H 5.50 0.39 4.59 0.24
H 4.48 3.88 4.40 0.22
H 3.29 2.56 4.52 0.25
H 3.20 3.70 3.18 0.26
H 6.27 0.51 0.75 0.20
H 5.45 -0.98 -1.08 0.22
H 3.02 -1.30 -1.32 0.21
N 0.38 0.12 -1.86 -0.75
C 0.92 0.44 -2.96 0.17
C 0.13 0.31 -4.23 -0.01
C -0.98 -0.53 -4.27 -0.19
C -1.70 -0.71 -5.44 -0.20
C -1.33 -0.04 -6.59 -0.22
C -0.25 0.84 -6.56 -0.22
C 0.47 1.01 -5.39 -0.20
C 2.33 0.97 -3.07 -0.01
C 3.22 0.41 -3.99 -0.21
C 4.52 0.88 -4.08 -0.22
C 4.95 1.91 -3.25 -0.21
C 4.07 2.47 -2.34 -0.19
C 2.77 2.00 -2.25 -0.21
H -1.26 -1.05 -3.36 0.23
H -2.55 -1.39 -5.45 0.21
H -1.89 -0.19 -7.51 0.21
H 0.03 1.38 -7.46 0.21
H 1.29 1.71 -5.37 0.22
H 2.90 -0.40 -4.63 0.22
H 5.21 0.44 -4.80 0.21
H 5.97 2.28 -3.32 0.21
H 4.39 3.28 -1.69 0.22
H 2.08 2.45 -1.54 0.22
C -0.49 -3.63 1.20 -1.10
Si 0.43 -2.59 -0.11 1.00
C -0.34 -3.20 -1.73 -1.11
C 2.13 -3.47 -0.07 -0.44
C 2.89 -3.45 1.11 -0.14
C 4.16 -4.01 1.18 -0.23
C 4.71 -4.60 0.05 -0.23
C 3.98 -4.64 -1.13 -0.21
C 2.70 -4.09 -1.18 -0.23
H -0.20 -4.68 1.09 0.23
H -1.57 -3.55 1.06 0.22
H -0.25 -3.31 2.22 0.24
H -0.38 -4.29 -1.77 0.22
H 0.24 -2.85 -2.60 0.22
H -1.36 -2.81 -1.83 0.23
H 2.47 -2.97 2.00 0.20
H 4.72 -3.97 2.10 0.21
H 5.71 -5.02 0.09 0.20
H 4.40 -5.11 -2.01 0.20
H 2.15 -4.13 -2.12 0.21
Cl 1.27 5.18 0.39 0.06
C -0.12 4.30 -0.14 -0.20
Cl -1.77 5.10 1.52 -0.60
Cl -0.85 4.85 -1.61 0.06
C -0.09 2.93 0.06 0.33
N -0.09 1.80 0.28 -0.52
```

Values from the calculation:
E_HOMO (spin up / spin down) = -4.8 / -5.0 eV
Kohn-Sham gap (spin up / spin down) = 0.26034 / 0.24211 hartree
⟨S²⟩ = 6.125
Net charge = -1
Energy = -168657.862 eV
Spin multiplicity = 5
E_LUMO (spin up / spin down) = 2.31 / 1.55 eV

Computed, not measured: C5H8O as an isolated structure, with ωB97M-V/def2-TZVPD.

Structure (XYZ):
```
14
Properties=species:S:1:pos:R:3:nbo_charge:R:1
C 0.20 -0.51 -1.15 -0.44
C -0.87 -0.08 -0.14 -0.23
C 0.00 -0.82 0.92 -0.43
C 1.12 -0.31 0.00 0.10
O 0.89 1.30 0.51 -0.58
C -0.48 1.42 0.19 -0.07
H 0.54 -1.58 -1.04 0.22
H 0.27 -0.14 -2.18 0.22
H -1.94 -0.29 -0.28 0.21
H -0.25 -1.88 1.02 0.22
H 0.14 -0.34 1.88 0.23
H 2.18 -0.61 -0.10 0.22
H -0.65 2.10 -0.66 0.17
H -1.14 1.75 1.01 0.17
```

Values from the calculation:
E_HOMO = -9.4 eV
Kohn-Sham gap = 0.38452 hartree
Energy above the lowest of the compared OMol25 structures with the same formula, charge and spin = 308.03 kJ/mol
Net charge = 0
Energy = -7359.063 eV
E_LUMO = 1.05 eV

Computed, not measured: a 10-piece molecular cluster, C53H75BF4N2O38PS overall, with ωB97M-V/def2-TZVPD.

Structure (XYZ):
```
175
Properties=species:S:1:pos:R:3:lowdin_charge:R:1
C 2.66 4.46 -0.13 0.06
C 1.52 4.06 0.73 -0.07
N 0.20 3.41 0.26 -0.07
B -0.83 3.93 1.27 -0.45
O -0.63 5.25 1.97 0.06
O -2.11 3.30 1.63 0.09
C 0.50 1.90 0.42 -0.13
C 1.15 1.46 1.84 -0.11
C 2.79 1.13 1.78 -0.16
C 3.17 -0.22 0.95 -0.22
N 4.64 -0.36 0.62 -0.09
C 5.51 -0.41 1.86 -0.18
C 6.44 0.98 1.81 -0.03
C 7.61 1.00 0.62 0.01
C 8.54 2.36 0.47 -0.07
C 8.25 3.61 1.50 -0.08
C 7.11 3.57 2.69 -0.01
C 6.18 2.22 2.86 -0.17
O 5.17 2.21 3.93 -0.10
C -0.75 0.97 -0.11 -0.19
C -0.37 -0.67 -0.15 -0.09
C -1.67 -1.52 0.46 -0.15
C -1.75 -1.36 2.12 -0.08
C -3.29 -1.53 2.69 -0.22
O -4.31 -1.85 1.88 0.01
O -3.52 -1.31 4.15 -0.16
C -3.50 0.14 4.46 -0.20
C -2.03 0.65 5.06 -0.09
O -1.20 1.26 -1.46 -0.12
C -1.29 2.65 -1.84 -0.36
C -0.92 2.62 -3.47 -0.09
C -0.26 1.19 -3.96 -0.07
C 1.30 0.96 -3.45 -0.04
F 1.75 -0.02 -2.45 -0.04
C 2.38 1.81 -4.09 -0.01
F 3.83 1.42 -3.93 -0.01
F 2.13 3.00 -4.94 -0.01
S -3.05 3.18 -1.58 0.96
O -3.71 2.10 -0.63 -0.31
O -3.31 4.55 -0.95 -0.30
F -4.06 3.12 -3.01 -0.22
C -0.13 3.66 -1.19 -0.17
P -0.23 5.46 -1.78 0.79
O -0.41 6.59 -0.72 -0.28
O -1.47 5.75 -3.02 -0.22
O 1.27 5.89 -2.65 -0.20
H 2.88 5.61 -0.34 0.12
H 3.40 3.69 -0.64 0.12
H 1.72 4.18 1.90 0.18
H -0.60 5.04 2.96 0.14
H -2.89 3.92 1.54 0.14
H 1.37 1.70 -0.37 0.18
H 0.66 0.44 2.22 0.13
H 1.04 2.20 2.74 0.10
H 3.40 2.10 1.46 0.12
H 3.09 0.95 2.92 0.10
H 2.91 -1.15 1.65 0.14
H 2.52 -0.25 -0.02 0.09
H 4.80 -1.18 -0.01 0.09
H 4.92 -0.52 2.86 0.12
H 6.19 -1.38 1.77 0.11
H 7.77 0.07 -0.08 0.08
H 9.38 2.45 -0.35 0.09
H 8.88 4.60 1.39 0.08
H 6.90 4.47 3.42 0.09
H 4.37 2.78 3.70 0.09
H -1.70 0.98 0.60 0.15
H -0.26 -1.07 -1.26 0.14
H 0.53 -0.95 0.54 0.10
H -2.67 -1.24 -0.07 0.13
H -1.37 -2.67 0.29 0.13
H -0.96 -2.04 2.68 0.15
H -1.43 -0.24 2.39 0.09
H -3.87 0.82 3.58 0.14
H -4.29 0.30 5.35 0.14
H -2.16 1.54 5.83 0.09
H -1.45 -0.20 5.60 0.10
H -1.36 1.07 4.19 0.05
H -1.83 2.81 -4.16 0.13
H -0.10 3.43 -3.76 0.10
H -0.15 1.31 -5.15 0.15
H -0.95 0.26 -3.82 0.15
H 0.83 3.25 -1.78 0.15
H -1.02 5.66 -3.93 0.10
H 1.66 4.99 -2.93 0.07
C 7.31 -5.34 0.67 -0.13
C 5.82 -5.25 0.77 -0.13
O 5.58 -3.86 0.77 0.05
C 6.65 -3.27 0.17 -0.50
O 6.70 -2.09 -0.15 0.08
O 7.66 -4.17 -0.03 0.08
H 7.63 -6.23 0.12 0.13
H 7.79 -5.33 1.65 0.13
H 5.31 -5.69 -0.10 0.14
H 5.43 -5.72 1.68 0.14
C -6.07 -2.48 5.04 -0.15
C -6.86 -3.46 4.25 -0.13
O -7.84 -3.91 5.18 0.05
C -7.97 -2.93 6.12 -0.50
O -8.84 -2.91 6.97 0.13
O -7.00 -1.98 5.98 0.07
H -5.67 -1.67 4.42 0.11
H -5.24 -2.95 5.58 0.14
H -7.38 -3.00 3.40 0.14
H -6.26 -4.30 3.89 0.14
C 10.80 -9.85 1.18 -0.13
C 10.04 -9.39 -0.02 -0.13
O 9.07 -8.52 0.51 0.05
C 9.55 -8.07 1.71 -0.50
O 9.04 -7.17 2.37 0.12
O 10.67 -8.76 2.08 0.07
H 11.85 -10.05 0.96 0.14
H 10.35 -10.73 1.64 0.11
H 10.67 -8.82 -0.72 0.14
H 9.57 -10.21 -0.56 0.11
C -5.43 1.57 -5.35 -0.15
C -6.00 0.99 -6.60 -0.13
O -4.90 0.95 -7.48 0.07
C -3.77 0.92 -6.71 -0.51
O -2.65 0.72 -7.13 0.12
O -4.07 1.15 -5.40 0.03
H -5.92 1.19 -4.45 0.14
H -5.46 2.66 -5.34 0.13
H -6.38 -0.03 -6.46 0.14
H -6.81 1.61 -7.01 0.14
C 1.59 3.97 6.84 -0.13
C 1.08 2.76 7.54 -0.13
O 0.92 1.82 6.49 0.06
C 1.76 2.21 5.48 -0.48
O 2.00 1.53 4.50 0.08
O 2.29 3.44 5.73 0.06
H 2.26 4.56 7.47 0.15
H 0.79 4.62 6.47 0.14
H 1.80 2.36 8.26 0.14
H 0.13 2.94 8.04 0.14
C 10.17 -13.13 -2.38 -0.13
C 9.70 -14.47 -1.93 -0.13
O 9.76 -14.38 -0.52 0.08
C 9.68 -13.06 -0.20 -0.49
O 9.53 -12.63 0.93 0.13
O 9.79 -12.28 -1.31 0.03
H 9.71 -12.81 -3.31 0.14
H 11.26 -13.08 -2.49 0.14
H 8.67 -14.67 -2.23 0.14
H 10.34 -15.28 -2.29 0.14
C -3.74 8.91 -4.64 -0.13
C -3.23 7.62 -5.18 -0.15
O -4.30 7.17 -6.00 0.06
C -5.01 8.28 -6.36 -0.51
O -5.90 8.29 -7.19 0.13
O -4.61 9.38 -5.65 0.07
H -2.93 9.63 -4.46 0.14
H -4.31 8.79 -3.71 0.14
H -2.34 7.74 -5.80 0.14
H -3.02 6.89 -4.39 0.11
C -9.31 7.72 -9.43 -0.14
C -8.98 8.93 -8.61 -0.15
O -9.77 9.94 -9.20 0.06
C -10.82 9.32 -9.82 -0.52
O -11.79 9.89 -10.28 0.13
O -10.63 7.97 -9.86 0.06
H -9.25 6.79 -8.85 0.13
H -8.66 7.62 -10.31 0.14
H -9.27 8.81 -7.56 0.14
H -7.92 9.19 -8.66 0.12
C -11.29 -4.81 5.88 -0.15
C -10.73 -5.74 4.87 -0.14
O -11.16 -7.01 5.32 0.06
C -12.27 -6.80 6.09 -0.52
O -13.00 -7.69 6.50 0.13
O -12.46 -5.47 6.33 0.06
H -11.55 -3.83 5.45 0.14
H -10.62 -4.66 6.73 0.12
H -11.14 -5.57 3.86 0.14
H -9.64 -5.70 4.82 0.12
```

Values from the calculation:
E_HOMO = -9.7 eV
Kohn-Sham gap = 0.17595 hartree
Energy above the lowest of the compared OMol25 structures with the same formula, charge and spin = 2540.60 kJ/mol
Net charge = +1
Energy = -168601.857 eV
E_LUMO = -4.95 eV

Let's list strongest force on any atom in order: 1.46; 3.35; 10.37 eV Å⁻¹.